# 1
Molecular formula: C3H4N2O
Method: DFT, ωB97M-V/def2-TZVPD

XYZ file:
```
10
Properties=species:S:1:pos:R:3:lowdin_charge:R:1
O -0.44 0.13 1.17 0.03
N 0.40 0.03 -0.91 0.06
N -1.33 -1.37 -0.45 0.15
C 0.68 1.37 0.85 0.09
C 1.18 1.00 -0.34 -0.17
C -0.45 -0.41 -0.02 -0.56
H -1.07 -1.64 -1.39 0.10
H 2.09 1.21 -0.90 0.12
H 0.66 1.76 1.84 0.08
H -1.73 -2.07 0.15 0.10
```

Properties
Calculated total energy: -8201.756 eV
SMILES: Nc1ncco1
Kohn-Sham gap: 9.420 eV
LUMO energy: 0.034 Eh



# 2
Molecular formula: C15H34AlO8P2
Method: DFT, ωB97M-V/def2-TZVPD

XYZ file:
```
60
Properties=species:S:1:pos:R:3:lowdin_charge:R:1
P -0.35 -1.62 3.56 0.59
P 0.40 -1.19 -0.08 0.41
Al -1.07 -0.37 1.62 0.18
O 1.51 -0.08 -0.57 -0.21
O 3.25 -0.45 4.46 0.05
O -2.76 -0.79 1.31 -0.24
O 1.57 0.86 3.70 0.13
O 3.56 0.79 2.64 0.08
O -0.45 -1.50 -1.44 -0.21
O -0.90 -3.01 3.41 -0.59
O 1.08 -2.44 0.28 -0.37
C 1.24 0.28 -4.33 -0.11
C -1.95 2.12 -0.61 -0.23
C 5.58 -0.15 1.70 -0.02
C -3.06 -2.16 1.09 -0.32
C 2.68 0.45 3.63 -0.57
C 4.84 0.23 2.96 -0.33
C -4.37 -2.29 0.29 -0.24
C -1.03 1.47 -4.09 -0.22
C -0.96 1.63 1.73 -0.25
C -1.65 2.76 -1.96 -0.21
C -0.53 2.10 -2.79 -0.21
C -0.26 0.22 -4.56 -0.26
C -4.15 -2.68 -1.16 -0.12
C -0.91 2.47 0.45 -0.30
C 4.45 -0.93 3.85 -0.09
H -1.10 3.51 0.72 0.10
H -3.64 -3.64 -1.25 0.07
H 1.53 -0.14 -3.37 0.06
H 6.48 -0.72 1.95 0.09
H 1.45 0.68 0.03 0.03
H -0.76 -1.05 4.80 -0.05
H -1.81 1.97 2.33 0.06
H 4.21 -1.83 3.28 0.14
H 0.09 2.47 -0.02 0.09
H -5.09 -2.76 -1.70 0.06
H 1.76 -0.30 -5.09 0.06
H 1.63 1.30 -4.38 0.07
H -0.68 -0.66 -4.09 0.09
H 1.06 -1.70 3.65 -0.06
H -5.01 -3.04 0.76 0.10
H 5.19 -1.16 4.62 0.13
H -2.56 2.78 -2.55 0.10
H -3.16 -2.69 2.03 0.10
H -0.97 2.21 -4.89 0.10
H -3.55 -1.93 -1.68 0.06
H 0.05 1.39 -2.19 0.08
H -0.44 0.11 -5.63 0.09
H -2.27 -2.68 0.54 0.10
H -2.90 2.54 -0.27 0.11
H -2.12 1.04 -0.66 0.09
H 5.40 0.98 3.53 0.15
H -1.12 -0.82 -1.57 0.03
H -2.08 1.22 -3.99 0.10
H 0.16 2.90 -3.05 0.10
H 4.94 -0.75 1.05 0.10
H -4.89 -1.34 0.33 0.10
H -0.07 1.87 2.31 0.02
H 5.88 0.74 1.15 0.08
H -1.38 3.80 -1.77 0.10
```

Properties
Calculated total energy: -57667.685 eV
Kohn-Sham gap: 7.094 eV
LUMO energy: 0.093 Eh
Charge: -1



# 3
Molecular formula: C3H8N2O2
Method: DFT, ωB97M-V/def2-TZVPD

XYZ file:
```
15
Properties=species:S:1:pos:R:3:lowdin_charge:R:1
O -0.58 -2.84 -0.70 -0.16
O 2.85 -0.31 2.38 -0.10
N -0.08 1.77 -1.13 0.02
N -0.32 -0.15 -0.08 0.00
C 0.54 0.67 -0.61 -0.21
C -1.59 0.26 -0.52 -0.13
C -1.46 1.55 -1.02 -0.11
H -1.04 -3.02 0.17 0.05
H 2.89 -1.00 3.08 0.05
H -2.57 -0.33 -0.44 0.13
H 0.46 2.58 -0.84 0.15
H 1.52 0.75 -0.17 0.12
H -2.19 2.48 -1.23 0.15
H 2.14 -0.58 1.76 0.03
H -0.57 -1.82 -0.65 -0.01
```

Properties
Calculated total energy: -10314.501 eV
SMILES: c1c[nH]cn1.O.O
Kohn-Sham gap: 10.297 eV
LUMO energy: 0.024 Eh



# 4
Molecular formula: C4H6FeMgO4
Method: DFT, ωB97M-V/def2-TZVPD

XYZ file:
```
16
Properties=species:S:1:pos:R:3:lowdin_charge:R:1
Fe 1.61 0.97 -0.66 1.01
Mg -1.93 -1.64 -1.89 1.00
O 1.12 2.50 0.36 -0.34
O 1.10 -0.40 -1.92 -0.28
O 0.50 -0.09 0.65 -0.27
O -1.12 -3.11 -2.72 -0.71
C 0.41 -1.37 -1.34 -0.42
C -0.43 0.86 1.20 -0.18
C 0.37 2.13 1.47 -0.34
C 0.02 -1.22 -0.02 -0.24
H -1.22 1.05 0.45 0.12
H 1.02 1.93 2.35 0.12
H 0.14 -2.93 -2.41 0.16
H -0.35 2.91 1.77 0.12
H -0.91 0.44 2.10 0.13
H -0.36 -2.03 0.61 0.10
```

Properties
Calculated total energy: -52261.571 eV
Kohn-Sham gap (alpha / beta): 5.064 / 5.131 eV
Spin multiplicity: 5
LUMO energy (alpha / beta): -0.067 / -0.067 Eh



# 5
Molecular formula: C3H6N2O2
Method: DFT, ωB97M-V/def2-TZVPD

XYZ file:
```
13
Properties=species:S:1:pos:R:3:lowdin_charge:R:1
O 3.79 0.73 -0.68 0.22
O 3.61 -0.69 1.05 0.24
N -0.31 0.12 0.04 -0.37
N -0.92 -1.10 0.42 0.11
C 0.79 -0.03 -0.69 -0.05
C -1.07 1.22 -0.08 -0.02
C 3.69 0.03 0.19 -0.52
H -0.08 -1.56 0.79 0.10
H -0.75 2.00 -0.80 0.09
H 1.14 -0.99 -0.94 0.05
H -1.86 1.10 0.59 0.03
H -1.52 -0.89 1.17 0.07
H 1.33 0.87 -0.83 0.05
```

Properties
Calculated total energy: -10280.151 eV
Kohn-Sham gap (alpha / beta): 7.515 / 7.515 eV
LUMO energy (alpha / beta): 0.023 / 0.023 Eh



# 6
Molecular formula: C5H14O
Method: DFT, ωB97M-V/def2-TZVPD

XYZ file:
```
20
Properties=species:S:1:pos:R:3:lowdin_charge:R:1
O 3.77 2.51 -0.77 -0.04
C -0.54 -0.81 -1.62 -0.05
C -1.13 -1.56 0.82 -0.06
C -0.84 1.01 1.11 -0.05
C -0.09 -1.53 -0.37 -0.14
C -1.82 -0.15 1.03 -0.15
H -1.56 -1.12 -1.82 0.11
H -0.48 1.25 0.12 0.06
H -1.22 1.86 1.68 0.11
H 3.76 2.38 0.18 0.03
H -1.76 -2.40 0.53 0.13
H -2.55 0.03 0.23 0.14
H -0.02 0.67 1.76 0.10
H 0.03 -2.61 -0.57 0.15
H 0.86 -1.12 -0.02 0.14
H -0.05 -1.05 -2.58 0.12
H -2.42 -0.30 1.93 0.14
H -0.79 -1.73 1.84 0.14
H 2.97 2.11 -1.13 0.01
H -0.37 0.26 -1.57 0.08
```

Properties
Calculated total energy: -7448.496 eV
Kohn-Sham gap (alpha / beta): 11.050 / 3.749 eV
Spin multiplicity: 2
LUMO energy (alpha / beta): -0.111 / -0.379 Eh
Charge: +1



# 7
Molecular formula: C6H6O
Method: DFT, ωB97M-V/def2-TZVPD

XYZ file:
```
13
Properties=species:S:1:pos:R:3:lowdin_charge:R:1
O -1.14 1.01 0.89 0.00
C 0.91 1.02 -1.23 -0.13
C -0.62 -0.18 0.36 -0.46
C -0.11 -0.01 -1.05 -0.17
C -0.03 -1.99 1.73 0.14
C 0.30 -0.90 1.31 -0.04
C 1.74 1.87 -1.42 0.12
H -0.91 1.04 1.82 0.10
H -0.99 0.23 -1.65 0.13
H -1.41 -0.93 0.26 0.13
H 2.46 2.63 -1.58 0.02
H 0.27 -0.98 -1.39 0.13
H -0.57 -2.86 2.01 0.05
```

Properties
Calculated total energy: -8361.113 eV
SMILES: C#CC[C@H](O)C#C
Kohn-Sham gap: 9.977 eV
LUMO energy: 0.008 Eh



# 8
Molecular formula: C12H10N4O2
Method: DFT, ωB97M-V/def2-TZVPD

XYZ file:
```
28
Properties=species:S:1:pos:R:3:lowdin_charge:R:1
O -4.45 0.11 0.43 0.09
O -3.93 -0.93 2.24 0.09
N -1.94 0.58 -0.07 0.22
N -3.62 -0.40 1.20 -0.33
N -1.11 -1.03 1.28 0.03
N 2.31 1.45 -2.34 0.11
C -0.02 -0.56 0.52 -0.09
C 1.38 -0.76 0.48 -0.16
C -2.26 -0.31 0.84 -0.20
C -0.59 0.41 -0.29 -0.16
C -0.43 2.05 -2.09 0.01
C 1.55 0.81 -1.40 -0.23
C -1.06 -1.98 2.42 0.01
C 2.08 -1.61 1.50 -0.05
C 0.36 2.68 -3.04 -0.05
C 0.17 1.10 -1.26 -0.10
C 1.71 2.35 -3.12 -0.14
C 2.14 -0.12 -0.54 0.05
H 3.16 -0.31 -0.62 0.10
H 1.88 -1.22 2.51 0.09
H 2.29 2.88 -3.86 0.10
H -1.48 2.24 -1.96 0.11
H 0.01 3.40 -3.76 0.10
H -0.40 -2.75 2.11 0.07
H 3.17 -1.65 1.37 0.09
H -2.01 -2.42 2.69 0.08
H -0.67 -1.40 3.28 0.11
H 1.74 -2.63 1.46 0.07
```

Properties
Calculated total energy: -22658.661 eV
SMILES: Cc1cc2ncccc2c2nc([N+](=O)[O-])n(C)c12
Kohn-Sham gap: 7.629 eV
LUMO energy: -0.037 Eh



# 9
Molecular formula: C5H7NO
Method: DFT, ωB97M-V/def2-TZVPD

XYZ file:
```
14
Properties=species:S:1:pos:R:3:lowdin_charge:R:1
O -1.42 -0.54 0.84 0.05
N -2.11 1.57 0.09 0.18
C 0.63 -0.77 -0.22 -0.31
C 0.01 0.57 -0.69 -0.13
C 0.20 -0.59 -1.64 -0.06
C -0.29 -1.26 0.74 -0.14
C -1.28 0.63 0.04 -0.36
H -2.86 1.37 0.76 0.07
H -0.66 -1.12 -2.03 0.12
H 0.78 -2.74 0.12 0.13
H 1.40 -1.78 -0.06 0.09
H 0.53 1.50 -0.85 0.14
H -0.05 -1.84 1.62 0.10
H 1.00 -0.43 -2.36 0.11
```

Properties
Calculated total energy: -8829.764 eV
Kohn-Sham gap (alpha / beta): 8.021 / 8.022 eV
LUMO energy (alpha / beta): -0.006 / -0.006 Eh



# 10
Molecular formula: C3H6N2OS
Method: DFT, ωB97M-V/def2-TZVPD

XYZ file:
```
13
Properties=species:S:1:pos:R:3:lowdin_charge:R:1
S 1.00 -0.53 0.88 0.81
O -2.33 1.83 0.53 0.02
N -1.96 -0.35 0.15 0.02
N 1.51 -0.30 -0.73 -0.40
C 2.21 -1.11 -1.53 -0.11
C -1.47 0.94 0.46 -0.59
C -0.09 1.09 1.00 -0.30
H 2.66 -2.09 -1.34 0.06
H 0.18 1.50 2.01 0.10
H -1.43 -1.22 0.91 0.18
H -2.91 -0.60 -0.33 0.14
H 0.55 1.77 0.56 0.04
H 2.07 -0.93 -2.56 0.04
```

Properties
Calculated total energy: -19067.868 eV
SMILES: C=NSCC(N)=O
Kohn-Sham gap: 9.268 eV
LUMO energy: 0.013 Eh



# 11
Molecular formula: C5H10NO
Method: DFT, ωB97M-V/def2-TZVPD

XYZ file:
```
17
Properties=species:S:1:pos:R:3:lowdin_charge:R:1
O -1.75 0.17 1.44 -0.40
N 0.79 0.51 -2.12 -0.03
C 1.14 0.14 0.28 -0.22
C -0.85 -0.48 2.25 -0.53
C 0.34 -0.38 -0.94 -0.23
C 0.60 -0.63 1.56 -0.21
C -0.17 0.93 -2.89 -0.09
H 1.15 -0.16 2.36 0.06
H 0.15 1.47 -3.75 0.03
H 0.75 -1.70 1.28 0.09
H 1.17 1.21 0.51 0.10
H -0.68 -0.36 -0.52 0.09
H 2.19 -0.18 0.31 0.08
H -0.84 -0.21 3.40 0.07
H 0.51 -1.39 -1.28 0.09
H -1.08 0.39 -3.04 0.05
H -1.25 -1.50 2.46 0.04
```

Properties
Calculated total energy: -8881.691 eV
SMILES: C=NCCCC[O-]
Kohn-Sham gap: 6.069 eV
LUMO energy: 0.145 Eh
Charge: -1



# 12
Molecular formula: C3H13N5
Method: DFT, ωB97M-V/def2-TZVPD

XYZ file:
```
21
Properties=species:S:1:pos:R:3:lowdin_charge:R:1
N 2.50 0.00 0.76 0.02
N 1.48 1.21 -0.72 -0.01
N -0.41 -0.34 0.65 -0.07
N 1.58 0.01 -0.25 -0.20
N -0.67 1.02 0.70 -0.17
C -0.98 -1.23 -0.28 -0.39
C -1.70 1.84 0.04 -0.08
C -0.07 -2.47 -0.45 -0.13
H -2.50 2.23 0.63 0.06
H 0.81 1.18 -1.44 0.06
H -2.16 1.12 -0.71 0.09
H 0.33 -2.66 0.60 0.08
H 1.17 1.96 -0.11 0.07
H -2.01 -1.59 0.16 0.13
H -0.46 1.25 1.61 0.08
H 2.44 -0.82 1.37 0.09
H -1.11 2.61 -0.49 0.07
H -1.21 -0.84 -1.38 0.12
H 2.82 0.89 1.10 0.07
H -0.62 -3.35 -0.78 0.05
H 0.79 -1.99 -1.04 0.07
```

Properties
Calculated total energy: -10766.198 eV
Kohn-Sham gap (alpha / beta): 7.342 / 7.628 eV
LUMO energy (alpha / beta): 0.036 / 0.035 Eh